[1]
Below is a gas-phase ion, CH2NO2 (charge -1) in a non-equilibrium geometry, with properties calculated with wB97M-V/def2-TZVPD.

The value obtained for the HOMO energy is -0.1196 Eh. Its SMILES is NC(=O)[O-]. As for the total charge: -1. The calculation puts the energy above the lowest of the compared OMol25 structures with the same formula, charge and spin at 0.687 eV. The calculation puts the LUMO energy at 0.175 Ha. The frontier orbital gap comes out at 8.02 eV. As for the calculated total energy: -6655.690 eV.

```
6
Properties=species:S:1:pos:R:3:forces:R:3:nbo_charge:R:1
O -0.477 -1.007 1.218 1.8 0.7 -0.5 -0.84
O 1.536 -0.093 0.707 -0.5 1.2 -1.0 -0.77
N -0.547 0.414 -0.473 1.7 1.3 1.7 -0.92
C 0.314 -0.233 0.539 -3.5 -3.6 2.1 0.85
H 0.072 1.092 -0.810 0.7 1.4 -1.7 0.33
H -0.897 -0.173 -1.181 -0.2 -1.0 -0.6 0.35
```
Forces are in eV/Å.

***

[2]
Below is 2 unconnected molecules or ions with the total composition C4H11N3O2 in a non-equilibrium geometry, with properties calculated with wB97M-V/def2-TZVPD.

The value obtained for the HOMO energy is -0.3479 Eh. Its SMILES is [H]/N=C(\N)NC.CC(=O)O. As for the total charge: 0. The calculation puts the energy above the lowest of the compared OMol25 structures with the same formula, charge and spin at 0.715 eV. The calculation puts the LUMO energy at 0.016 Ha. The frontier orbital gap comes out at 9.89 eV. As for the calculated total energy: -12892.115 eV.

```
20
Properties=species:S:1:pos:R:3:forces:R:3:nbo_charge:R:1
O -0.666 2.830 -2.536 0.0 0.5 -0.2 -0.58
O -0.197 0.786 -1.868 0.2 0.5 0.2 -0.70
N -0.209 -2.407 1.200 -0.2 -0.5 1.5 -0.60
N 1.117 -1.203 2.674 0.3 0.1 0.0 -0.83
N 1.069 -0.745 0.357 0.1 1.0 -1.9 -0.86
C -0.253 2.555 -0.195 -0.5 0.4 -0.8 -0.75
C -1.102 -2.522 0.075 1.8 0.3 -1.2 -0.42
C -0.353 2.112 -1.635 -0.1 -0.7 -0.3 0.79
C 0.685 -1.392 1.368 -0.5 -0.5 0.6 0.60
H 1.477 -0.276 2.824 0.1 -0.1 0.1 0.39
H 0.516 -1.512 3.420 -0.1 0.0 -0.1 0.38
H -1.506 -1.534 -0.162 -0.8 -0.4 0.1 0.21
H 1.765 -0.017 0.444 0.1 -0.2 0.7 0.36
H -1.720 -3.401 0.178 -0.7 0.4 0.4 0.22
H 0.227 3.529 -0.121 0.6 -0.3 0.1 0.25
H -0.520 -2.830 2.061 -0.1 0.0 -0.2 0.37
H -0.495 -2.767 -0.804 0.0 0.1 -0.1 0.21
H 0.204 0.339 -1.100 -0.1 -0.4 0.1 0.51
H -1.276 2.823 0.040 -0.4 -0.4 0.4 0.25
H 0.109 1.746 0.419 0.2 0.2 0.5 0.21
```
Forces are in eV/Å.

***

[3]
Below is a gas-phase ion, C8H13O2S3 (charge -1) in a non-equilibrium geometry, with properties calculated with wB97M-V/def2-TZVPD.

The value obtained for the HOMO energy (spin up / spin down) is -0.0953 / -0.0953 Eh. Its SMILES is CCCCS/C([S-])=C(\O)OC(C)=S. As for the total charge: -1. The calculation puts the energy above the lowest of the compared OMol25 structures with the same formula, charge and spin at 1.511 eV. The calculation puts the LUMO energy (spin up / spin down) at 0.108 / 0.108 Ha. The frontier orbital gap (spin up / spin down) comes out at 5.54 / 5.53 eV. As for the calculated total energy: -45106.597 eV.

```
26
Properties=species:S:1:pos:R:3:forces:R:3:nbo_charge:R:1
S 0.647 1.162 -0.110 1.2 -1.0 -0.1 0.17
S 6.393 1.110 0.866 -0.6 -0.8 -0.8 -0.27
S 1.959 -1.515 -1.084 -0.8 -0.3 -0.3 -0.48
O 4.230 -0.469 0.064 3.5 1.2 0.1 -0.42
O 3.518 1.804 0.374 0.5 -1.2 0.0 -0.72
C 5.995 -1.649 0.640 0.5 1.0 -3.1 -0.69
C -0.689 -0.065 0.132 0.4 0.6 0.2 -0.52
C 2.108 0.067 -0.428 -0.9 -0.3 0.2 -0.35
C -3.179 0.174 0.804 1.0 0.1 -1.2 -0.39
C 3.322 0.474 -0.017 -3.0 3.1 0.0 0.41
C -4.421 1.046 0.901 -1.1 -1.6 -1.9 -0.60
C 5.525 -0.258 0.353 -1.5 -0.4 1.3 0.28
C -1.912 0.829 0.168 -0.5 0.8 0.2 -0.42
H -2.049 1.216 -0.861 -0.7 -0.6 0.2 0.20
H -4.689 1.475 -0.130 0.2 -0.4 1.6 0.20
H -0.619 -0.637 1.052 0.4 0.1 0.4 0.20
H 5.283 -2.001 1.341 -0.2 -0.9 0.8 0.24
H 4.464 1.923 0.600 -0.2 0.0 0.0 0.48
H -4.318 1.791 1.664 0.0 0.6 0.2 0.20
H -1.627 1.776 0.651 -0.2 -0.3 0.5 0.20
H 5.877 -2.164 -0.391 0.6 0.2 1.9 0.24
H -5.216 0.300 1.225 0.4 1.3 -0.4 0.20
H -3.301 -0.682 0.098 -0.6 0.2 0.9 0.20
H -3.067 -0.172 1.845 0.8 -0.3 -0.5 0.19
H -0.617 -0.792 -0.662 -0.3 -0.1 -0.5 0.25
H 6.981 -1.426 0.978 0.9 -1.2 0.3 0.22
```
Forces are in eV/Å.